Record 1
{
  "formula": "C3H3BrO2S",
  "method": "ωB97M-V/def2-TZVPD",
  "de_lowest_kj_mol": 96.4,
  "gap_ev": 7.562,
  "charge": 0,
  "smiles": "O=S(=O)=C/C=C/Br",
  "energy_ev": -88128.633,
  "e_homo_ev": -9.284,
  "species": ["O", "S", "O", "C", "C", "C", "Br", "H", "H", "H"],
  "coordinates": [[0.0381, -0.8636, 3.1396], [-0.2890, -0.0147, 2.0165], [-0.0477, 1.4106, 2.1635], [0.0688, -0.6030, 0.4878], [0.0862, 0.4418, -0.7049], [0.0582, -0.1241, -1.8738], [0.2304, 1.0642, -3.3467], [-0.1319, -1.6425, 0.4865], [0.0203, 1.5551, -0.4169], [-0.0335, -1.2237, -1.9516]],
  "forces_ev_per_angstrom": [[-1.0, -0.2, -0.4], [3.0, 0.7, -0.7], [-1.0, -0.6, -0.1], [-0.8, 3.7, 0.3], [-0.9, -0.7, 4.7], [0.1, -0.1, -1.5], [-0.1, -0.7, -0.2], [0.0, -0.9, -0.7], [0.5, -2.1, -0.7], [0.2, 0.9, -0.7]]
}

=====

Record 2
{
  "formula": "C3H3BrO2S",
  "method": "ωB97M-V/def2-TZVPD",
  "de_lowest_kj_mol": 194.5,
  "gap_ev": 9.792,
  "charge": 0,
  "smiles": "C=S(=O)=O.C#CBr",
  "energy_ev": -88127.616,
  "e_homo_ev": -10.111,
  "species": ["C", "S", "O", "O", "H", "H", "C", "C", "Br", "H"],
  "coordinates": [[0.7088, -1.1851, 0.3879], [-0.8529, -1.4817, 0.0491], [-1.8501, -0.6019, 0.5869], [-1.1675, -2.3561, -1.0439], [1.4231, -1.8835, 0.0063], [0.9020, -0.6121, 1.2701], [-0.5735, 2.0807, -0.2492], [0.6191, 2.0156, -0.3381], [2.4087, 1.9144, -0.5316], [-1.6176, 2.1097, -0.1376]],
  "forces_ev_per_angstrom": [[-1.6, -0.7, 0.1], [1.2, 1.0, -0.6], [0.2, -0.4, 0.3], [0.1, -0.1, 0.4], [0.1, -0.2, -0.3], [0.0, 0.4, 0.2], [0.7, 0.0, 0.0], [0.1, 0.0, -0.1], [-0.2, 0.0, 0.0], [-0.5, 0.0, 0.0]]
}

=====

Record 3
{
  "formula": "C3H3CaNaO3",
  "method": "ωB97M-V/def2-TZVPD",
  "gap_ev": [6.735, 11.772],
  "spin_multiplicity": 2,
  "charge": 3,
  "energy_ev": -32127.673,
  "s_squared": 0.754,
  "e_homo_ev": [-19.623, -24.663],
  "species": ["O", "C", "C", "O", "O", "C", "Ca", "H", "H", "H", "Na"],
  "coordinates": [[-0.6528, 0.4712, 0.5495], [0.1400, 0.5462, -0.4928], [-0.3305, -0.8342, 1.3079], [-0.0166, 1.4691, -1.3025], [0.9461, -0.4600, -0.6122], [0.7776, -1.3358, 0.4514], [-1.7061, 2.5694, -0.0289], [-1.2331, -1.4581, 1.3027], [-0.0447, -0.5247, 2.3201], [1.0728, -2.3615, 0.2564], [1.0473, 1.9184, -3.7517]],
  "forces_ev_per_angstrom": [[-0.4, -0.2, 1.0], [0.4, -1.2, -0.8], [0.0, 0.2, 0.1], [-0.1, 0.8, 0.1], [0.0, 0.8, -0.4], [0.0, -0.6, 0.2], [-0.1, 0.1, 0.2], [0.1, 0.2, 0.1], [-0.1, -0.1, -0.2], [0.0, 0.2, 0.1], [0.3, -0.1, -0.4]]
}

=====

Record 4
{
  "formula": "C3H3CdO3",
  "method": "ωB97M-V/def2-TZVPD",
  "gap_ev": [6.418, 7.198],
  "spin_multiplicity": 2,
  "charge": 2,
  "energy_ev": -13843.132,
  "s_squared": 0.755,
  "e_homo_ev": [-19.134, -19.911],
  "species": ["O", "Cd", "O", "C", "O", "C", "C", "H", "H", "H"],
  "coordinates": [[-0.3828, -0.1959, -1.6769], [-1.9452, -3.3512, -0.9009], [-0.6760, -2.0756, -0.4505], [-0.2132, -0.9716, -0.7888], [0.8196, -0.5792, 0.2323], [1.0239, 0.6309, 0.5747], [0.0227, 1.6175, 0.6895], [2.0667, 0.8597, 0.8121], [0.2917, 2.5653, 1.1536], [-1.0074, 1.5002, 0.3549]],
  "forces_ev_per_angstrom": [[-0.1, -1.2, 0.8], [-2.2, -2.3, -1.0], [1.5, 0.0, 1.7], [0.8, 3.9, -1.0], [-0.1, -1.0, -0.8], [0.0, 0.8, 0.2], [0.0, 0.4, -0.1], [-0.2, -0.1, 0.3], [0.0, -0.2, -0.2], [0.3, -0.2, 0.1]]
}

=====

Record 5
{
  "formula": "C3H3CeO3",
  "method": "ωB97M-V/def2-TZVPD",
  "de_lowest_kj_mol": 170.3,
  "gap_ev": [6.186, 7.822],
  "spin_multiplicity": 2,
  "charge": 2,
  "energy_ev": -22207.717,
  "s_squared": 0.983,
  "e_homo_ev": [-17.364, -17.938],
  "species": ["O", "O", "C", "O", "C", "H", "C", "H", "H", "Ce"],
  "coordinates": [[0.8836, -0.9931, 1.3144], [-0.0895, -1.2945, -1.8970], [-0.4981, -0.3108, -1.2067], [-0.0086, 0.8355, -1.5101], [0.1947, 1.0062, 0.1009], [-0.5720, 1.7480, 0.3867], [0.2974, 0.0677, 1.2634], [-0.3868, 0.3371, 2.0951], [1.1354, 1.5779, 0.0863], [-0.9561, -2.9740, -0.6332]],
  "forces_ev_per_angstrom": [[-0.4, 0.1, -0.5], [-0.6, -2.1, 0.4], [-0.3, -2.2, -1.6], [-0.2, -0.5, 3.6], [0.4, 4.4, -0.4], [0.1, -0.5, -0.6], [-0.8, -2.4, -0.2], [0.7, 0.6, 0.1], [0.0, -0.2, -0.1], [1.1, 2.9, -0.8]]
}

=====

Record 6
{
  "formula": "C3H3Cl",
  "method": "ωB97M-V/def2-TZVPD",
  "de_lowest_kj_mol": 289.1,
  "gap_ev": 7.799,
  "charge": 0,
  "energy_ev": -15676.839,
  "e_homo_ev": -8.314,
  "species": ["C", "C", "C", "Cl", "H", "H", "H"],
  "coordinates": [[-0.7298, 0.8119, -0.0113], [1.3554, -0.6659, -0.5097], [0.0582, -0.2418, -0.2171], [-2.3173, 0.7822, 0.7044], [-0.2493, 1.7507, 0.0460], [1.9713, -1.0441, 0.3309], [-0.0886, -1.3931, -0.3432]],
  "forces_ev_per_angstrom": [[-0.2, -1.3, 0.6], [-1.0, 0.2, -0.5], [2.1, -0.2, 0.3], [0.1, -0.2, -0.6], [0.2, 0.9, -0.1], [-0.6, 0.3, 0.0], [-0.6, 0.3, 0.3]]
}

=====

Record 7
{
  "formula": "C3H3Cl",
  "method": "ωB97M-V/def2-TZVPD",
  "de_lowest_kj_mol": 65.9,
  "gap_ev": 11.061,
  "charge": 0,
  "smiles": "ClC1C=C1",
  "energy_ev": -15679.152,
  "e_homo_ev": -9.927,
  "species": ["Cl", "C", "C", "C", "H", "H", "H"],
  "coordinates": [[-1.9795, -1.7086, 0.2072], [-0.4384, -0.7993, -0.3274], [0.3776, -0.1074, 0.6807], [-0.4489, 0.6338, 0.0113], [0.0180, -1.3608, -1.2544], [1.2014, -0.1639, 1.2637], [-0.9739, 1.5875, -0.2485]],
  "forces_ev_per_angstrom": [[0.8, 0.1, -0.2], [0.2, -1.1, -1.0], [-2.0, 0.3, -2.1], [-0.7, 0.7, -0.9], [-1.2, 1.4, 1.8], [2.0, -0.3, 2.0], [0.9, -1.1, 0.4]]
}

=====

Record 8
{
  "formula": "C3H3Cl3F2",
  "method": "ωB97M-V/def2-TZVPD",
  "de_lowest_kj_mol": 107.2,
  "gap_ev": 11.543,
  "charge": 0,
  "smiles": "FC[C@H](F)C(Cl)(Cl)Cl",
  "energy_ev": -46160.859,
  "e_homo_ev": -11.213,
  "species": ["F", "C", "C", "F", "C", "Cl", "Cl", "Cl", "H", "H", "H"],
  "coordinates": [[1.8669, -1.5285, -0.5863], [0.5670, -1.1188, -0.6533], [0.1277, -0.1880, 0.5270], [-0.6948, -0.6838, 1.5071], [-0.6264, 1.1074, 0.1379], [0.3542, 2.0242, -1.1877], [-0.6473, 2.2397, 1.5698], [-2.2614, 0.7959, -0.2600], [-0.1668, -1.9972, -0.5520], [0.4992, -0.7455, -1.6964], [0.9818, 0.0945, 1.1938]],
  "forces_ev_per_angstrom": [[0.3, -0.2, 0.9], [-2.4, -1.0, -0.1], [1.6, 1.7, 0.6], [-0.6, -1.8, -0.3], [1.8, 1.6, 0.0], [-1.1, -1.0, 1.0], [0.2, -0.5, -0.6], [-0.6, -0.2, -0.9], [1.3, 0.8, -0.3], [-0.6, 0.5, 1.0], [0.1, 0.1, -1.5]]
}

=====

Record 9
{
  "formula": "C3H3ClF2",
  "method": "ωB97M-V/def2-TZVPD",
  "de_lowest_kj_mol": 495.9,
  "gap_ev": [8.252, 9.739],
  "charge": 0,
  "energy_ev": -21111.416,
  "e_homo_ev": [-8.970, -9.629],
  "species": ["C", "C", "C", "F", "F", "Cl", "H", "H", "H"],
  "coordinates": [[-2.4098, -0.6117, -0.0635], [-1.7610, 0.4953, -0.2099], [0.9638, 0.3012, -0.0815], [-2.0707, 1.7505, -0.1698], [1.1889, -0.9782, -0.4820], [-4.1565, -0.4351, -0.0106], [-1.8688, -1.5109, -0.1631], [0.6783, 0.2528, 0.9754], [0.8587, 1.0490, -0.9487]],
  "forces_ev_per_angstrom": [[-1.3, 1.1, -0.4], [2.7, 0.5, 0.2], [-1.5, -0.6, -1.3], [-0.5, 0.3, 0.0], [0.1, 0.8, -0.2], [0.0, -0.7, 0.2], [-0.1, -1.2, 0.1], [0.3, 1.0, -0.5], [0.3, -1.1, 1.9]]
}

=====

Record 10
{
  "formula": "C3H3ClF2",
  "method": "ωB97M-V/def2-TZVPD",
  "de_lowest_kj_mol": 146.0,
  "gap_ev": 10.990,
  "charge": 0,
  "smiles": "FC/C=C(\\F)Cl",
  "energy_ev": -21115.043,
  "e_homo_ev": -10.262,
  "species": ["F", "C", "C", "C", "F", "Cl", "H", "H", "H"],
  "coordinates": [[1.7864, 0.7167, -1.1848], [1.1023, -0.0004, -0.1099], [-0.2481, 0.5351, -0.0782], [-1.1179, -0.3182, 0.3290], [-1.1061, -1.6183, 0.5640], [-2.8878, -0.0295, 0.1974], [1.0916, -1.1014, -0.1807], [1.8770, 0.1899, 0.8154], [-0.4973, 1.6261, -0.3521]],
  "forces_ev_per_angstrom": [[-0.7, -1.6, 0.9], [4.4, 1.4, 1.1], [1.0, 2.2, 0.1], [-5.8, -0.8, -0.7], [2.0, -0.2, 0.3], [0.8, 0.7, 0.3], [0.3, 0.5, -0.8], [-2.3, -0.1, -1.9], [0.4, -2.2, 0.6]]
}

=====

Record 11
{
  "formula": "C3H3ClFNOS",
  "method": "ωB97M-V/def2-TZVPD",
  "de_lowest_kj_mol": 236.8,
  "gap_ev": 9.896,
  "charge": 0,
  "smiles": "O=CN(S)/C=C(\\F)Cl",
  "energy_ev": -32769.708,
  "e_homo_ev": -9.392,
  "species": ["O", "C", "N", "S", "C", "C", "F", "Cl", "H", "H", "H"],
  "coordinates": [[2.1882, -1.9714, -0.2700], [1.1708, -1.9887, 0.3354], [-0.2660, -1.3461, 0.0659], [-1.4808, -1.3187, 1.3023], [0.1123, -0.1230, -0.7055], [-0.0176, 1.1420, -0.3595], [-0.5524, 1.5792, 0.8369], [0.2928, 2.4257, -1.3896], [1.0591, -2.7809, 1.0339], [-1.1406, -0.1976, 2.0631], [0.5325, -0.3592, -1.7660]],
  "forces_ev_per_angstrom": [[-0.4, 1.8, -0.8], [-2.7, -1.3, -0.1], [4.3, 1.9, -0.6], [0.9, 0.6, 0.0], [-0.6, -2.0, -1.4], [-1.0, 0.0, 1.3], [0.7, -0.6, -1.1], [0.3, 0.7, -0.5], [-0.7, -0.6, 1.6], [-0.1, -1.0, -0.6], [-0.8, 0.5, 2.3]]
}

=====

Record 12
{
  "formula": "C3H3ClFNS",
  "method": "ωB97M-V/def2-TZVPD",
  "de_lowest_kj_mol": 104.0,
  "gap_ev": 9.511,
  "charge": 0,
  "smiles": "FC(/C=N\\S)=C/Cl",
  "energy_ev": -30722.928,
  "e_homo_ev": -9.285,
  "species": ["F", "C", "C", "N", "S", "C", "Cl", "H", "H", "H"],
  "coordinates": [[1.7654, -0.7590, -1.2547], [0.9005, -0.3626, -0.3038], [0.3577, 0.9919, -0.5193], [-0.8478, 1.3607, -0.4431], [-2.0596, 0.1724, -0.1275], [0.7635, -1.2131, 0.6999], [-0.1243, -0.8066, 2.1245], [1.1074, 1.7822, -0.8296], [-2.9804, 1.0679, 0.0245], [1.1177, -2.2337, 0.6289]],
  "forces_ev_per_angstrom": [[0.1, 0.1, -0.7], [0.3, 0.0, 0.1], [1.3, 0.7, -0.3], [-0.9, -0.5, 0.2], [1.2, -0.2, -0.4], [-0.9, 0.0, 0.5], [0.4, -0.3, -0.1], [-0.8, -0.9, 0.4], [-1.0, 0.9, 0.0], [0.2, 0.2, 0.2]]
}